Entry 1:
C76H182ClN15O16 | ωB97M-V/def2-TZVPD

Results
Highest occupied orbital energy   2.76 eV
LUMO energy   4.92 eV
HOMO-LUMO gap   2.16 eV
Total charge   -4
Molar mass   1597.8 g/mol

Element x y z (Å)
1 N -29.9586 -3.2092 -16.1214
2 H -30.3577 -4.1189 -15.9394
3 H -30.7370 -2.5964 -15.9245
4 H -29.6070 -3.0646 -17.0571
5 H -29.2039 -3.0779 -15.4632
6 N -23.9789 -6.0636 -17.8408
7 H -24.4965 -5.6267 -17.0917
8 H -23.4244 -6.8331 -17.4936
9 H -23.3436 -5.3236 -18.1034
10 H -24.4593 -6.5162 -18.6054
11 N -23.3476 -5.7052 -13.6826
12 H -24.0204 -6.0785 -13.0283
13 H -22.9659 -4.8105 -13.4106
14 H -23.8386 -5.4733 -14.5342
15 H -22.6004 -6.3827 -13.7348
16 N -27.5229 -6.1379 -15.6075
17 H -27.3851 -6.8759 -16.2832
18 H -26.7180 -5.5289 -15.5705
19 H -27.6035 -6.6173 -14.7222
20 H -28.4280 -5.7928 -15.8934
21 N -28.2835 -5.2125 -12.3924
22 H -27.5123 -5.0637 -11.7573
23 H -29.1352 -5.0092 -11.8890
24 H -28.4090 -6.1607 -12.7169
25 H -28.1431 -4.5022 -13.0966
26 C -26.6598 -7.6466 -21.5747
27 C -26.1072 -7.4821 -20.2442
28 C -27.0407 -7.5695 -18.9578
29 O -26.5639 -7.4007 -17.8457
30 C -28.4608 -7.7716 -19.2393
31 C -28.9089 -7.8796 -20.4881
32 C -27.9975 -7.8394 -21.6717
33 O -28.3682 -8.0060 -22.8831
34 O -30.2211 -7.9700 -20.4855
35 O -24.9164 -7.4759 -20.0597
36 H -25.9782 -7.5130 -22.4017
37 H -29.1753 -7.8437 -18.4327
38 C -24.0572 -10.2236 -14.3896
39 C -23.7137 -9.9579 -15.7172
40 C -22.6948 -8.7610 -16.1212
41 O -22.5641 -8.2332 -17.2019
42 C -21.9840 -8.1757 -14.9637
43 C -22.3065 -8.6571 -13.7054
44 C -23.4933 -9.5339 -13.3777
45 O -23.8296 -9.8782 -12.1810
46 O -21.6571 -8.0929 -12.7647
47 O -24.2650 -10.6138 -16.5635
48 H -24.8148 -10.9706 -14.2038
49 H -21.3384 -7.3461 -15.2116
50 O -25.0202 -4.8706 -15.4619
51 C -25.3232 -3.5134 -15.5658
52 C -26.3669 -2.8235 -14.6206
53 O -27.7648 -3.2339 -14.4588
54 H -25.6697 -3.2809 -16.5728
55 H -24.3625 -3.0501 -15.3408
56 H -26.5160 -1.7635 -14.8261
57 H -25.9877 -2.8395 -13.5988
58 O -30.5018 -5.8220 -16.1013
59 C -30.9250 -6.4578 -14.8797
60 C -30.1663 -7.7256 -14.1593
61 O -28.7754 -7.6509 -13.7089
62 H -31.9258 -6.7174 -15.2249
63 H -31.2112 -5.6484 -14.2079
64 H -30.2307 -8.5013 -14.9223
65 H -30.8059 -8.0947 -13.3576
66 Cl -25.4227 -6.7536 -10.3209
67 O -24.2392 -6.9124 -9.5814
68 O -25.2489 -6.9107 -11.7270
69 O -26.3095 -7.8824 -9.8992
70 O -26.0094 -5.5124 -9.9381
71 C -29.7702 1.5414 -11.2451
72 C -30.5991 1.4768 -10.0091
73 N -31.5423 0.4111 -9.9010
74 C -32.5974 0.5411 -10.9718
75 C -33.6509 1.6456 -10.9072
76 C -32.1369 0.4279 -8.5541
77 C -32.9107 -0.8644 -8.3723
78 H -30.3320 1.8321 -12.1327
79 H -29.2610 0.6011 -11.4565
80 H -28.9949 2.2737 -11.0196
81 H -29.8689 1.2839 -9.2232
82 H -31.1744 2.3866 -9.8373
83 H -32.0758 0.6919 -11.9169
84 H -33.1196 -0.4059 -11.1085
85 H -33.9463 1.9730 -11.9040
86 H -34.5343 1.3405 -10.3463
87 H -33.3028 2.5860 -10.4799
88 H -32.8265 1.2350 -8.3067
89 H -31.2648 0.4866 -7.9028
90 H -33.3578 -0.8334 -7.3788
91 H -32.3376 -1.7705 -8.5692
92 H -33.7118 -0.9908 -9.1005
93 C -31.4253 -2.3780 -19.7021
94 C -30.2922 -1.5562 -19.2157
95 N -29.0361 -2.2213 -18.6182
96 C -28.5645 -3.1690 -19.6867
97 C -27.3141 -3.8371 -19.1226
98 C -28.0727 -1.1021 -18.1064
99 C -27.4853 -0.0561 -19.0639
100 H -31.8380 -2.9434 -18.8667
101 H -31.2237 -3.1412 -20.4538
102 H -32.2802 -1.7866 -20.0300
103 H -29.9470 -0.9525 -20.0551
104 H -30.5609 -0.9182 -18.3738
105 H -29.3128 -3.9323 -19.9001
106 H -28.4486 -2.7186 -20.6725
107 H -27.5120 -4.3394 -18.1756
108 H -26.9667 -4.6272 -19.7882
109 H -26.5576 -3.0532 -19.0868
110 H -27.2595 -1.5474 -17.5333
111 H -28.6499 -0.5229 -17.3857
112 H -28.2385 0.6395 -19.4340
113 H -26.8781 -0.4614 -19.8732
114 H -26.7735 0.5155 -18.4684
115 C -32.6758 0.4584 -16.1208
116 C -32.8795 -0.5453 -14.9284
117 N -31.9107 -1.6471 -14.9647
118 C -32.6176 -2.8907 -14.6131
119 C -33.3017 -3.5522 -15.8965
120 C -30.8539 -1.3224 -13.9929
121 C -29.8396 -0.1970 -14.4440
122 H -31.7714 1.0614 -16.0389
123 H -33.4480 1.2235 -16.0406
124 H -32.8044 -0.0428 -17.0802
125 H -32.9622 -0.0535 -13.9592
126 H -33.8508 -0.9782 -15.1678
127 H -33.4630 -2.7821 -13.9336
128 H -31.9288 -3.6500 -14.2427
129 H -34.1460 -2.9557 -16.2420
130 H -33.7053 -4.5269 -15.6222
131 H -32.6355 -3.6800 -16.7497
132 H -31.2832 -1.0466 -13.0297
133 H -30.3336 -2.2696 -13.8514
134 H -29.1378 -0.5466 -15.2011
135 H -30.3078 0.7537 -14.6990
136 H -29.2599 0.1270 -13.5797
137 C -20.3767 2.1756 -15.4355
138 C -21.3546 2.2962 -16.6525
139 N -22.6587 2.9441 -16.1206
140 C -22.4867 4.3795 -15.6661
141 C -23.7663 5.2047 -15.6594
142 C -23.4983 2.0996 -15.2629
143 C -23.7668 0.7229 -16.0494
144 H -20.5173 1.3629 -14.7228
145 H -20.3539 3.0441 -14.7773
146 H -19.3328 2.0976 -15.7395
147 H -20.9731 3.0678 -17.3213
148 H -21.5224 1.3813 -17.2208
149 H -22.0720 4.5033 -14.6657
150 H -21.7826 4.8411 -16.3584
151 H -23.4585 6.1172 -15.1487
152 H -23.9806 5.2973 -16.7241
153 H -24.6469 4.8225 -15.1430
154 H -24.4244 2.5942 -14.9697
155 H -23.0848 2.0848 -14.2545
156 H -23.1275 -0.0607 -15.6428
157 H -23.7237 0.8054 -17.1354
158 H -24.7446 0.4282 -15.6682
159 C -24.9538 -0.0525 -22.5471
160 C -23.7102 -1.1087 -22.6878
161 N -23.8985 -2.3191 -23.4862
162 C -25.2551 -2.9710 -23.4060
163 C -25.6350 -3.4213 -22.0185
164 C -22.8635 -3.3401 -23.5202
165 C -23.1419 -4.6701 -24.3109
166 H -25.7884 -0.4891 -21.9987
167 H -25.3073 0.3369 -23.5018
168 H -24.6021 0.7912 -21.9532
169 H -22.8244 -0.6695 -23.1467
170 H -23.3330 -1.3635 -21.6974
171 H -25.8862 -2.1718 -23.7946
172 H -25.3109 -3.8266 -24.0791
173 H -25.4641 -2.6577 -21.2597
174 H -26.6732 -3.7364 -22.1229
175 H -25.0326 -4.2495 -21.6452
176 H -22.6266 -3.5968 -22.4877
177 H -22.0182 -2.8498 -24.0029
178 H -23.5773 -4.5183 -25.2986
179 H -23.8703 -5.3354 -23.8472
180 H -22.2212 -5.2382 -24.4436
181 C -26.0974 -4.8581 -5.7399
182 C -26.4524 -3.6699 -6.5140
183 N -25.6341 -2.4685 -6.2698
184 C -25.7216 -1.9167 -4.9518
185 C -27.0598 -1.2432 -4.6964
186 C -25.8068 -1.4752 -7.2846
187 C -25.0273 -1.7912 -8.4898
188 H -25.0717 -5.1364 -5.9818
189 H -26.5480 -5.6904 -6.2805
190 H -26.2856 -4.8109 -4.6673
191 H -26.1525 -4.0967 -7.4710
192 H -27.5378 -3.5740 -6.4850
193 H -25.5762 -2.7261 -4.2364
194 H -24.9570 -1.2044 -4.6419
195 H -27.4066 -0.4214 -5.3229
196 H -27.7746 -2.0632 -4.7653
197 H -27.1202 -0.8304 -3.6894
198 H -25.6076 -0.4166 -7.1184
199 H -26.8738 -1.4999 -7.5063
200 H -25.2838 -2.7434 -8.9541
201 H -23.9728 -1.8296 -8.2166
202 H -25.2342 -0.9829 -9.1912
203 C -20.8806 -5.8812 -20.3129
204 C -21.0613 -4.4306 -19.7804
205 N -21.8122 -4.3939 -18.4830
206 C -21.0794 -5.1266 -17.4735
207 C -19.6925 -4.7017 -17.1297
208 C -22.1814 -3.0485 -18.0752
209 C -23.1772 -2.3367 -18.9419
210 H -20.2353 -5.9045 -21.1910
211 H -21.8138 -6.4069 -20.5149
212 H -20.2449 -6.4279 -19.6163
213 H -20.0923 -3.9371 -19.7062
214 H -21.6728 -3.9102 -20.5175
215 H -21.0406 -6.1457 -17.8582
216 H -21.6735 -5.3013 -16.5765
217 H -19.6351 -3.6649 -16.7986
218 H -19.0785 -4.7166 -18.0303
219 H -19.1457 -5.2418 -16.3568
220 H -22.6265 -3.0255 -17.0805
221 H -21.3193 -2.3827 -18.0349
222 H -23.7389 -1.5669 -18.4128
223 H -22.8977 -1.8029 -19.8502
224 H -23.9589 -3.0122 -19.2896
225 C -25.7839 0.6206 -12.3302
226 C -25.6999 1.2750 -10.9021
227 N -25.9723 2.7156 -10.8291
228 C -25.2485 3.5114 -11.7741
229 C -23.7399 3.6852 -11.6714
230 C -25.7662 3.2534 -9.4658
231 C -26.5849 2.5117 -8.4641
232 H -26.5834 1.0638 -12.9239
233 H -26.1029 -0.4156 -12.2174
234 H -24.7559 0.7029 -12.6832
235 H -26.5799 0.9086 -10.3735
236 H -24.8007 0.9430 -10.3832
237 H -25.3299 3.1081 -12.7835
238 H -25.6070 4.5408 -11.7803
239 H -23.4649 4.4186 -10.9133
240 H -23.2059 2.7688 -11.4199
241 H -23.3673 3.9726 -12.6546
242 H -25.8859 4.3334 -9.5515
243 H -24.7270 3.1706 -9.1475
244 H -26.3726 3.1369 -7.5968
245 H -26.1404 1.5333 -8.2819
246 H -27.6430 2.3899 -8.6959
247 C -19.5738 -4.9214 -12.5647
248 C -20.6690 -3.8928 -11.9788
249 N -21.7119 -3.5578 -12.9546
250 C -21.1471 -2.9501 -14.2319
251 C -20.2382 -1.7522 -14.1532
252 C -22.8178 -2.5807 -12.4830
253 C -23.7760 -3.2659 -11.4678
254 H -20.0658 -5.7485 -13.0765
255 H -18.7903 -5.1252 -11.8349
256 H -19.0497 -4.3739 -13.3480
257 H -21.1627 -4.3466 -11.1194
258 H -20.1846 -3.0063 -11.5695
259 H -20.5865 -3.7264 -14.7526
260 H -22.0140 -2.7602 -14.8648
261 H -19.2711 -2.1228 -13.8134
262 H -20.0978 -1.1757 -15.0675
263 H -20.5356 -1.1228 -13.3145
264 H -23.4288 -2.1353 -13.2682
265 H -22.3559 -1.7261 -11.9886
266 H -24.5355 -2.5759 -11.1003
267 H -23.2136 -3.6158 -10.6021
268 H -24.2631 -4.1113 -11.9537
269 C -32.6255 -4.7712 -10.4018
270 C -31.3488 -4.9230 -11.2829
271 N -30.1718 -4.3745 -10.7196
272 C -29.7911 -4.9117 -9.3708
273 C -29.7855 -6.4829 -9.2860
274 C -30.2309 -2.9140 -10.6756
275 C -28.7832 -2.3591 -10.8877
276 H -32.8135 -5.4366 -9.5592
277 H -33.4486 -4.8916 -11.1061
278 H -32.6559 -3.7754 -9.9596
279 H -31.2455 -5.9631 -11.5924
280 H -31.3803 -4.3132 -12.1858
281 H -28.7928 -4.5265 -9.1631
282 H -30.5160 -4.5278 -8.6530
283 H -29.3081 -6.9171 -10.1644
284 H -29.2331 -6.8258 -8.4111
285 H -30.7578 -6.9530 -9.1383
286 H -30.6552 -2.5401 -9.7438
287 H -30.8671 -2.4800 -11.4470
288 H -28.8876 -1.2886 -10.7111
289 H -28.4911 -2.5096 -11.9270
290 H -28.1256 -2.6145 -10.0568


Entry 2:
C76H95N19 | ωB97M-V/def2-TZVPD

Results
Highest occupied orbital energy   -7.80 eV
LUMO energy   0.55 eV
Relative energy (zero: lowest compared OMol25 entry of this formula, charge and spin)   0.741 eV
HOMO-LUMO gap   8.35 eV
Total charge   0
Molar mass   1274.7 g/mol

Element x y z (Å)
1 N 0.6417 -3.6413 -6.1344
2 C 0.8074 -2.7879 -7.2182
3 C 1.9928 -2.2193 -7.1100
4 C 2.6861 -2.8083 -5.9930
5 C 1.7929 -3.6149 -5.3862
6 H -0.1610 -4.1981 -5.8968
7 H 0.1065 -2.7193 -8.0235
8 H 2.3764 -1.5024 -7.8518
9 H 3.7265 -2.6567 -5.7309
10 H 1.8353 -4.2678 -4.5513
11 N -0.6203 -1.3606 8.4650
12 C -1.6454 -0.4614 8.5814
13 C -1.2685 0.6590 7.8806
14 C 0.0067 0.3992 7.2507
15 C 0.3624 -0.8501 7.6656
16 H -0.6686 -2.3238 8.7615
17 H -2.5657 -0.6982 9.0743
18 H -1.8727 1.5648 7.6797
19 H 0.5299 0.9505 6.5123
20 H 1.2118 -1.4702 7.5052
21 N 5.3072 3.6867 -5.2783
22 C 5.0860 3.5631 -3.9426
23 C 4.8534 4.7648 -3.3886
24 C 4.9062 5.7575 -4.4902
25 C 5.2425 5.0141 -5.6088
26 H 5.5638 2.8965 -5.8485
27 H 5.0254 2.6172 -3.5058
28 H 4.7927 4.8437 -2.3093
29 H 4.6740 6.8213 -4.4611
30 H 5.6047 5.3422 -6.5764
31 N -5.5925 -1.5028 -1.3419
32 C -4.7213 -1.7335 -2.3473
33 C -3.5886 -2.2922 -1.8276
34 C -3.8926 -2.5517 -0.3978
35 C -5.1305 -2.0199 -0.1532
36 H -6.5094 -0.9932 -1.3617
37 H -4.9783 -1.4212 -3.3640
38 H -2.6667 -2.5221 -2.3529
39 H -3.2687 -2.9951 0.3465
40 H -5.7905 -2.0335 0.7202
41 N -3.1188 -4.9966 -4.5077
42 C -2.9606 -3.8998 -5.2752
43 C -2.5673 -4.3709 -6.4588
44 C -2.3633 -5.8349 -6.3525
45 C -2.7861 -6.2075 -5.1434
46 H -3.4464 -4.8777 -3.5725
47 H -3.2818 -2.9090 -4.9210
48 H -2.4187 -3.8469 -7.3874
49 H -1.9558 -6.4300 -7.1243
50 H -2.9236 -7.1329 -4.5844
51 N -0.9706 -0.6690 -5.8079
52 C -1.6651 0.5246 -5.9295
53 C -1.9889 0.9307 -4.6465
54 C -1.5502 -0.1222 -3.7425
55 C -0.8375 -1.0566 -4.4934
56 H -0.4466 -1.0998 -6.5284
57 H -1.9775 1.0095 -6.8643
58 H -2.5214 1.8666 -4.4330
59 H -1.6519 -0.1545 -2.7107
60 H -0.2572 -1.9344 -4.2470
61 N -0.7887 5.4713 -0.0242
62 C -0.3433 4.6491 -1.0007
63 C -0.1335 5.3506 -2.1622
64 C -0.5387 6.7148 -1.8830
65 C -0.9172 6.7445 -0.5920
66 H -1.2876 5.2193 0.7615
67 H -0.1640 3.5994 -0.7473
68 H 0.3017 4.9118 -3.0511
69 H -0.4744 7.5392 -2.5990
70 H -1.2069 7.5964 0.0234
71 N 5.2718 2.4049 1.3332
72 C 5.2093 1.0627 0.9026
73 C 6.2927 0.4492 1.4329
74 C 7.1304 1.4399 2.0479
75 C 6.4170 2.6245 1.9953
76 H 4.5999 3.0846 1.0827
77 H 4.3001 0.7360 0.3814
78 H 6.4373 -0.6019 1.3924
79 H 8.0960 1.4020 2.5382
80 H 6.5848 3.6630 2.2841
81 N -0.0117 -3.1846 3.2481
82 C 0.1575 -4.3933 3.9101
83 C 1.4033 -4.8241 3.6197
84 C 2.0089 -3.8734 2.6900
85 C 1.1175 -2.8722 2.5215
86 H -0.7678 -2.5492 3.2934
87 H -0.6591 -4.6933 4.5675
88 H 1.8008 -5.7514 3.9892
89 H 2.9653 -3.9572 2.1728
90 H 1.1730 -1.9504 1.9131
91 N -8.3956 0.3986 3.8471
92 C -7.4838 0.8289 2.9445
93 C -6.5802 -0.1815 2.8466
94 C -7.0605 -1.2941 3.6300
95 C -8.2349 -0.8980 4.2730
96 H -9.1759 0.9220 4.1225
97 H -7.5299 1.8853 2.6745
98 H -5.6719 -0.1278 2.1971
99 H -6.5759 -2.2802 3.7211
100 H -8.8984 -1.4441 4.8843
101 N 1.5647 1.4695 -3.4309
102 C 1.8595 2.3687 -2.4147
103 C 2.8808 1.7446 -1.6961
104 C 3.2941 0.5732 -2.3782
105 C 2.4896 0.4236 -3.4979
106 H 0.7686 1.4706 -4.0728
107 H 1.4398 3.3504 -2.3384
108 H 3.3431 2.1754 -0.8468
109 H 4.0748 -0.0973 -2.0959
110 H 2.3461 -0.4118 -4.1842
111 N 5.0712 -4.0309 -3.5675
112 C 4.6029 -5.1372 -2.9648
113 C 4.0553 -4.8206 -1.7816
114 C 4.2463 -3.3750 -1.6264
115 C 4.8622 -2.9486 -2.7501
116 H 5.4166 -3.9800 -4.4799
117 H 4.6805 -6.1235 -3.4560
118 H 3.6039 -5.4612 -1.1029
119 H 3.9679 -2.7823 -0.7844
120 H 5.2040 -1.9470 -3.0092
121 N 3.7277 6.1719 0.4268
122 C 4.2187 6.2564 1.7316
123 C 3.4709 5.3740 2.4528
124 C 2.5167 4.7380 1.5691
125 C 2.6342 5.3119 0.3494
126 H 4.0572 6.6551 -0.3968
127 H 4.9759 7.0077 1.9735
128 H 3.6511 5.1157 3.4610
129 H 1.8054 3.9816 1.7382
130 H 2.0986 5.2697 -0.5912
131 N 0.2298 -4.6190 -0.2799
132 C 0.4084 -4.1488 -1.5435
133 C -0.4718 -4.7872 -2.4189
134 C -1.2676 -5.6464 -1.5563
135 C -0.7788 -5.5014 -0.2735
136 H 0.6065 -4.3127 0.5763
137 H 1.1896 -3.4308 -1.6897
138 H -0.5481 -4.6380 -3.4949
139 H -2.0796 -6.2645 -1.6944
140 H -1.1348 -5.9556 0.6370
141 N -2.6263 2.6280 2.7379
142 C -1.6464 3.0409 3.6364
143 C -2.3166 3.2034 4.8355
144 C -3.6453 2.6773 4.6851
145 C -3.8083 2.3766 3.3715
146 H -2.4588 2.3008 1.7786
147 H -0.6264 3.1540 3.2939
148 H -1.8421 3.5693 5.7637
149 H -4.2790 2.4569 5.5302
150 H -4.6544 1.9079 2.8265
151 N 0.6649 -0.0023 -0.2976
152 C 0.6496 0.6503 0.9221
153 C -0.3961 0.1661 1.6109
154 C -0.9882 -0.8921 0.8592
155 C -0.2960 -0.9529 -0.3010
156 H 1.3843 0.0687 -1.0070
157 H 1.3868 1.3759 1.2191
158 H -0.6162 0.4616 2.6030
159 H -1.7889 -1.5673 1.0272
160 H -0.5434 -1.5242 -1.2117
161 N 4.3818 1.4281 3.9488
162 C 4.2453 2.3677 4.9186
163 C 2.8792 2.5444 5.1010
164 C 2.2567 1.6132 4.2049
165 C 3.2561 0.9956 3.4518
166 H 5.3037 1.1140 3.6093
167 H 5.0930 2.7495 5.5061
168 H 2.3393 3.1921 5.7726
169 H 1.2236 1.4882 3.9992
170 H 3.3228 0.2307 2.6970
171 N -3.3492 0.9476 -0.3560
172 C -2.7355 2.0216 -0.9161
173 C -3.5132 3.0941 -0.7347
174 C -4.7621 2.5946 -0.1533
175 C -4.6168 1.2511 0.1041
176 H -2.9014 0.0487 -0.4025
177 H -1.8030 1.8591 -1.4053
178 H -3.3507 4.0951 -0.9439
179 H -5.7267 3.0748 -0.0251
180 H -5.3439 0.5726 0.5225
181 N -2.1841 -1.2553 5.3436
182 C -2.3407 -0.4254 4.2831
183 C -3.1736 -1.1037 3.3946
184 C -3.3747 -2.3777 3.9149
185 C -2.7600 -2.4585 5.1474
186 H -1.7970 -0.9937 6.2289
187 H -2.0391 0.6251 4.2385
188 H -3.6067 -0.7805 2.4710
189 H -3.8959 -3.2124 3.4712
190 H -2.5324 -3.2825 5.7836


LUMO energy of number 2 (C76H95N19)? 0.55 eV